No. 1
{
  "formula": "C4H8O3",
  "method": "ωB97M-V/def2-TZVPD",
  "lumo_energy_ev": -0.05,
  "e_homo_ha": -0.34268,
  "relative_energy_kj_mol": 435.7,
  "gap_ha": 0.3409,
  "species": ["C", "C", "O", "C", "O", "C", "O", "H", "H", "H", "H", "H", "H", "H", "H"],
  "xyz": [[-2.4077, -0.3799, 0.7260], [-0.8404, -0.7173, -1.4023], [-0.0315, 0.2700, -0.9996], [0.9725, -0.0704, -0.1047], [0.8412, -0.9088, 0.7372], [2.1945, 0.7872, -0.2842], [3.1324, 0.5291, 0.7138], [-2.2750, -0.6611, 1.7706], [-2.0700, 0.6494, 0.5744], [-3.4503, -0.4759, 0.4194], [-1.6594, -0.1437, -1.8928], [-1.7915, -1.0854, 0.1423], [2.5915, 0.5766, -1.2896], [1.8879, 1.8420, -0.2754], [2.7929, -0.2151, 1.2347]],
  "nbo_charge": [-0.833, 0.123, -0.539, 0.781, -0.527, -0.173, -0.699, 0.228, 0.208, 0.216, 0.096, 0.219, 0.202, 0.207, 0.490]
}

---

No. 2
{
  "formula": "C4H8O3",
  "method": "ωB97M-V/def2-TZVPD",
  "lumo_energy_ev": [0.71, 0.70],
  "e_homo_ha": [-0.25571, -0.25260],
  "relative_energy_kj_mol": 531.8,
  "gap_ha": [0.2816, 0.2785],
  "species": ["C", "C", "C", "C", "O", "O", "O", "H", "H", "H", "H", "H", "H", "H", "H"],
  "xyz": [[1.7354, -0.2707, 0.9048], [-0.1539, -0.7563, -1.4571], [-0.6936, 1.5508, 0.3909], [-0.5244, -0.7146, -0.0382], [2.6244, -0.2032, 0.0968], [-0.9064, -1.8419, 0.5725], [-1.2344, 0.3174, 0.5410], [1.8668, 0.0458, 2.0561], [0.7035, -0.3007, -1.7666], [0.1488, -1.8278, -1.7717], [-0.9038, -0.2424, -2.0041], [-0.7111, 2.2091, 1.2131], [-1.0725, 2.2724, -0.4647], [0.3656, 1.5346, 0.2989], [-1.2446, -1.7724, 1.4281]],
  "nbo_charge": [0.217, -0.729, -0.275, 0.668, -0.570, -0.679, -0.523, 0.080, 0.259, 0.259, 0.233, 0.197, 0.170, 0.194, 0.499]
}

---

No. 3
{
  "formula": "C4H8O3",
  "method": "ωB97M-V/def2-TZVPD",
  "lumo_energy_ev": 0.67,
  "e_homo_ha": -0.37538,
  "relative_energy_kj_mol": 162.7,
  "gap_ha": 0.4001,
  "species": ["O", "C", "C", "C", "C", "O", "H", "H", "H", "H", "H", "H", "H", "H", "O"],
  "xyz": [[0.9937, 1.1077, -0.1147], [0.8994, -0.0221, -0.5089], [-0.3773, -0.8128, -0.4591], [-1.6322, 0.0577, -0.2943], [-2.6987, -0.2467, -1.3178], [-2.7181, -1.2405, -2.0008], [1.7707, -0.5548, -0.9155], [-0.2376, -1.5324, 0.3443], [-0.5014, -1.4100, -1.3674], [-2.1419, -0.1104, 0.6605], [-1.3381, 1.1014, -0.3643], [-3.5016, 0.4960, -1.4431], [3.1685, 0.8732, 2.9885], [4.2080, 1.4466, 2.0160], [4.1064, 0.8472, 2.7764]],
  "nbo_charge": [-0.534, 0.453, -0.532, -0.525, 0.446, -0.528, 0.115, 0.243, 0.254, 0.241, 0.251, 0.116, 0.469, 0.472, -0.941]
}

---

No. 4
{
  "formula": "C4H8O3",
  "method": "ωB97M-V/def2-TZVPD",
  "lumo_energy_ev": 0.87,
  "e_homo_ha": -0.36856,
  "relative_energy_kj_mol": 195.1,
  "gap_ha": 0.4006,
  "species": ["O", "C", "C", "C", "O", "C", "O", "H", "H", "H", "H", "H", "H", "H", "H"],
  "xyz": [[0.0058, -1.0929, 0.7765], [0.8746, -1.6411, -0.2312], [1.0215, -0.2712, -0.9046], [-0.0144, 0.1824, 0.1286], [-1.2518, 0.4018, -0.4895], [0.3088, 1.3467, 1.0908], [-0.8452, 2.0883, 1.4219], [-1.9015, 0.3260, 0.2314], [0.3830, -2.4036, -0.8428], [1.7797, -2.0737, 0.2108], [0.6717, -0.1798, -1.9348], [2.0115, 0.1803, -0.8153], [0.7131, 0.9420, 2.0247], [1.0694, 1.9971, 0.6277], [-1.2210, 2.3544, 0.5690]],
  "nbo_charge": [-0.530, -0.058, -0.465, 0.476, -0.721, -0.108, -0.710, 0.485, 0.177, 0.176, 0.229, 0.213, 0.202, 0.163, 0.472]
}

---

No. 5
{
  "formula": "C4H8O3",
  "method": "ωB97M-V/def2-TZVPD",
  "lumo_energy_ev": 0.84,
  "e_homo_ha": -0.36518,
  "relative_energy_kj_mol": 321.5,
  "gap_ha": 0.3960,
  "species": ["C", "C", "C", "C", "O", "O", "O", "H", "H", "H", "H", "H", "H", "H", "H"],
  "xyz": [[1.2215, 0.2582, 0.7310], [0.1574, -0.9531, -1.2582], [-1.8531, 0.6372, 0.7738], [0.2199, 0.2884, -0.3851], [1.3561, 1.1092, -0.4628], [2.1235, -0.7378, 0.6519], [-1.0586, 0.8997, -0.3514], [1.0358, 0.8896, 1.6130], [-0.8568, -0.9454, -1.7405], [0.7856, -0.8181, -2.1332], [0.4834, -1.7837, -0.6966], [-1.5995, 1.0644, 1.6617], [-2.0453, -0.4258, 1.0101], [-2.7961, 1.1864, 0.5896], [2.8259, -0.6691, -0.0033]],
  "nbo_charge": [0.302, -0.678, -0.251, 0.461, -0.500, -0.725, -0.521, 0.183, 0.235, 0.223, 0.234, 0.165, 0.168, 0.195, 0.509]
}

---

No. 6
{
  "formula": "C4H8O3",
  "method": "ωB97M-V/def2-TZVPD",
  "lumo_energy_ev": 0.49,
  "e_homo_ha": -0.34876,
  "relative_energy_kj_mol": 380.2,
  "gap_ha": 0.3666,
  "species": ["O", "C", "C", "C", "O", "C", "O", "H", "H", "H", "H", "H", "H", "H", "H"],
  "xyz": [[-1.9210, 1.7008, -0.8410], [-1.1089, 0.6607, -0.4566], [-1.0201, -0.7926, 0.9550], [0.3420, -0.9601, 0.4582], [0.5662, -1.2654, -0.7111], [1.5087, -0.3466, 1.2304], [2.0498, 0.6734, 0.4109], [-1.3847, 2.5064, -0.9243], [-0.1019, 1.0211, -0.2920], [-1.2734, -0.1758, -1.1091], [-1.7184, -1.5525, 0.5932], [-1.0659, -0.7232, 2.0529], [1.1999, 0.1041, 2.1774], [2.2531, -1.1292, 1.4382], [2.0220, 0.2904, -0.4826]],
  "nbo_charge": [-0.683, 0.054, -0.541, 0.500, -0.601, -0.158, -0.713, 0.486, 0.176, 0.192, 0.224, 0.215, 0.184, 0.185, 0.482]
}

---

No. 7
{
  "formula": "C4H8O4",
  "method": "ωB97M-V/def2-TZVPD",
  "lumo_energy_ev": [0.01, 0.60],
  "e_homo_ha": [-0.27516, -0.30398],
  "relative_energy_kj_mol": 691.0,
  "gap_ha": [0.2755, 0.3261],
  "species": ["C", "C", "C", "C", "O", "O", "O", "O", "H", "H", "H", "H", "H", "H", "H", "H"],
  "xyz": [[0.0882, -0.3970, -0.8430], [0.7385, 0.0272, 0.3903], [0.6402, -1.2314, -1.9264], [-1.5222, 1.0366, 1.6603], [0.6020, 0.9646, -0.6785], [-1.2604, -0.5793, -0.7642], [1.9228, -0.2693, 0.9418], [-1.5683, 1.8999, 0.6841], [1.7555, -1.0767, -2.0280], [0.2965, -0.8882, -2.9740], [0.4042, -2.3011, -1.8331], [-0.7807, 0.8538, 2.4036], [-2.4449, 0.4026, 1.7102], [-1.4869, 0.0044, 0.0207], [2.6821, -0.0330, 0.5151], [-0.6659, 2.3593, 0.4164]],
  "nbo_charge": [0.400, 0.432, -0.654, -0.106, -0.558, -0.696, -0.702, -0.665, 0.216, 0.235, 0.242, 0.188, 0.169, 0.488, 0.485, 0.524]
}

---

No. 8
{
  "formula": "C4H8O4",
  "method": "ωB97M-V/def2-TZVPD",
  "lumo_energy_ev": 0.32,
  "e_homo_ha": -0.35027,
  "relative_energy_kj_mol": 812.4,
  "gap_ha": 0.3622,
  "species": ["C", "C", "C", "C", "H", "H", "H", "H", "H", "H", "H", "H", "O", "O", "O", "O"],
  "xyz": [[-1.3319, 0.4546, -0.2124], [0.2037, 0.3473, 0.1377], [0.7007, -0.8087, -0.2812], [0.7817, -0.6612, 1.1749], [-2.1627, 0.6545, -1.6777], [-2.1053, -0.1802, 0.1940], [-1.9939, 1.4357, -0.1329], [1.1874, 2.0305, -0.7441], [1.6325, -0.7819, -0.7983], [-0.4615, -1.7674, -1.3459], [0.0514, -1.0678, 2.0044], [1.8643, 0.9062, 2.1157], [-1.3270, 0.1541, -1.5642], [0.8295, 1.7262, 0.2076], [0.0486, -2.1070, -0.7134], [2.0826, -0.3350, 1.6359]],
  "nbo_charge": [-0.093, 0.178, -0.009, 0.055, 0.479, 0.185, 0.165, 0.488, 0.220, 0.463, 0.204, 0.456, -0.735, -0.717, -0.668, -0.673]
}

---

No. 9
{
  "formula": "C4H8O4",
  "method": "ωB97M-V/def2-TZVPD",
  "lumo_energy_ev": 0.66,
  "e_homo_ha": -0.37477,
  "relative_energy_kj_mol": 326.0,
  "gap_ha": 0.3992,
  "species": ["C", "C", "C", "C", "O", "O", "O", "O", "H", "H", "H", "H", "H", "H", "H", "H"],
  "xyz": [[0.7336, -0.2739, 0.3983], [-0.5028, -0.1565, -0.4031], [2.0437, -0.8149, -0.0421], [-1.6584, 0.8137, -0.1172], [-0.4056, -1.1217, 0.6221], [0.9049, 0.6374, 1.4797], [-0.3843, -0.6900, -1.6556], [-2.8148, 0.0633, 0.3541], [2.1255, -1.8266, 0.3467], [2.8475, -0.2881, 0.3747], [2.0234, -0.8482, -1.1145], [-1.9819, 1.2439, -0.9881], [-1.4728, 1.5983, 0.7303], [0.2716, 0.3618, 2.2276], [-0.9920, -1.4512, -1.5764], [-2.4997, -0.6598, 0.7948]],
  "nbo_charge": [0.497, 0.396, -0.661, -0.105, -0.535, -0.724, -0.685, -0.716, 0.231, 0.241, 0.239, 0.195, 0.191, 0.489, 0.483, 0.465]
}

---

No. 10
{
  "formula": "C4H8OS",
  "method": "ωB97M-V/def2-TZVPD",
  "lumo_energy_ev": 0.80,
  "e_homo_ha": -0.31123,
  "relative_energy_kj_mol": 124.9,
  "gap_ha": 0.3407,
  "species": ["C", "C", "C", "C", "H", "H", "H", "H", "H", "H", "H", "H", "O", "S"],
  "xyz": [[-1.3551, 1.3962, -0.4792], [-0.3582, 0.3500, 0.0181], [0.6024, 0.7848, 1.1410], [1.1286, 0.5764, -0.2784], [-2.2340, 1.3577, 0.1582], [-1.6749, 1.1638, -1.4958], [-0.9106, 2.4312, -0.4833], [0.1204, -1.8557, -0.2232], [0.5196, 1.8108, 1.4587], [0.9219, 0.0070, 1.8095], [1.3322, 1.4283, -0.9431], [2.7863, -0.3531, -0.2727], [1.8914, -0.5982, -0.4963], [-1.0061, -1.2405, 0.0970]],
  "nbo_charge": [-0.601, -0.237, -0.451, 0.079, 0.217, 0.221, 0.210, 0.151, 0.215, 0.232, 0.184, 0.478, -0.712, 0.014]
}

---

No. 11
{
  "formula": "C4H8OS",
  "method": "ωB97M-V/def2-TZVPD",
  "lumo_energy_ev": 0.62,
  "e_homo_ha": -0.29697,
  "relative_energy_kj_mol": 383.6,
  "gap_ha": 0.3196,
  "species": ["C", "C", "C", "C", "O", "S", "H", "H", "H", "H", "H", "H", "H", "H"],
  "xyz": [[0.4294, 0.4125, 2.1026], [0.0184, -0.0637, 0.9320], [0.3836, 0.8393, -1.4236], [-0.6036, 0.4492, -0.3137], [0.4731, -1.8811, 0.6663], [-0.6165, -2.6686, -0.0802], [1.0155, -0.0887, 2.8802], [0.0433, 1.4014, 2.3748], [-0.1506, 0.6861, -2.4360], [1.3956, 0.2603, -1.4311], [0.4943, 1.9526, -1.3172], [-1.3246, -0.3694, -0.7824], [-1.3344, 1.1955, 0.1225], [-0.2235, -2.1254, -1.2943]],
  "nbo_charge": [-0.483, 0.367, -0.623, -0.548, -0.803, 0.398, 0.247, 0.224, 0.218, 0.240, 0.221, 0.249, 0.251, 0.044]
}

---

No. 12
{
  "formula": "C4H8OS",
  "method": "ωB97M-V/def2-TZVPD",
  "lumo_energy_ev": 0.70,
  "e_homo_ha": -0.32278,
  "relative_energy_kj_mol": 423.6,
  "gap_ha": 0.3487,
  "species": ["C", "C", "C", "C", "H", "H", "H", "H", "H", "H", "H", "H", "O", "S"],
  "xyz": [[-0.4458, 0.7373, 2.4648], [0.3328, 1.2003, 0.2116], [0.4579, 0.1354, -0.9701], [0.9353, -1.2389, -0.8952], [-0.6414, 1.6882, 2.6135], [-0.4050, 0.1160, 3.2211], [-1.2352, 0.2808, 1.7772], [1.1779, 1.9892, 0.1029], [-0.8183, 1.6137, 0.0550], [0.9866, 0.7178, -1.7624], [1.5892, -1.5730, -1.6687], [0.8874, -2.1039, 0.1026], [0.6846, 0.6526, 1.6859], [-0.9187, -0.8096, -1.4247]],
  "nbo_charge": [-0.214, -0.086, -0.447, -0.367, 0.158, 0.180, 0.146, 0.208, 0.208, 0.225, 0.214, 0.259, -0.557, 0.073]
}

---

no.,E_tot (eV)
1,-10416.4878
2,-10415.4921
3,-10419.3176
4,-10418.9811
5,-10417.6711
6,-10417.0629
7,-12461.9974
8,-12460.7389
9,-12465.7806
10,-17159.1559
11,-17156.4746
12,-17156.0601